1.
A structure of composition C23H31Cl5NO5RuSSi2Te in a non-equilibrium geometry, computed with the ωB97M-V functional and the def2-TZVPD basis.

Properties
* gap between HOMO and LUMO (spin up / spin down): 7.85 / 5.98 eV
* HOMO (spin up / spin down): -11.300 / -11.343 eV
* total energy: -135153.227 eV

ORCA input file:
```
! RIJCOSX wB97M-V def2-TZVPD def2/J DEFGRID3
* xyz 1 5
Ru 1.87359 1.47793 -1.18968
C 1.52381 2.33019 5.79581
C 1.71531 2.72639 4.36252
C 2.00949 4.03829 4.00791
C 2.26725 4.37877 2.68950
C 2.23049 3.39185 1.71990
C 1.91282 2.07828 2.04628
C 1.64249 1.75605 3.36029
S 2.83944 3.76898 0.09206
O 3.24341 5.13132 0.03499
O 3.81041 2.72113 -0.21304
N 1.65335 3.43065 -1.01955
C 0.34026 3.95299 -0.71738
C -0.55365 2.78843 -0.22830
O -1.61245 2.96967 0.30993
O -0.03193 1.60775 -0.48626
H 1.54507 3.19471 6.45483
H 2.31776 1.64536 6.09720
H 0.57538 1.80916 5.92804
H 2.06080 4.80211 4.77209
H 2.51839 5.39077 2.40240
H 1.91118 1.30651 1.28224
H 1.39271 0.73745 3.62703
H -0.13987 4.35833 -1.61088
H 0.38057 4.73353 0.04421
Cl 6.78684 -3.64139 -1.51830
C 5.32170 -2.76591 -1.45162
C 5.26661 -1.46625 -1.95445
Cl 6.62745 -0.76400 -2.71110
C 4.09334 -0.74252 -1.82791
Cl 3.93746 0.89063 -2.37515
C 2.95568 -1.27342 -1.21000
O 1.88263 -0.52985 -0.99705
C 3.00018 -2.62654 -0.81196
Cl 1.55101 -3.31042 -0.20494
C 4.17808 -3.35363 -0.89971
Cl 4.23060 -4.96274 -0.32690
C -0.95860 -1.09836 -4.43296
Si -2.41480 -2.02714 -3.66040
C -2.91369 -3.56280 -4.63240
C -3.88829 -0.86099 -3.48144
C -1.81537 -2.63269 -1.92867
Te -0.96315 -0.99042 -0.88077
C -2.81705 -0.35567 -0.10093
Si -2.88194 -1.14743 1.66170
C -4.63909 -0.84870 2.27082
C -1.54743 -0.22988 2.63381
C -2.51045 -3.00327 1.60485
H -1.22807 -0.67157 -5.39909
H -0.10139 -1.75472 -4.59286
H -0.63684 -0.27676 -3.78655
H -3.28912 -3.27380 -5.61506
H -3.71016 -4.11153 -4.12910
H -2.07860 -4.24586 -4.78749
H -4.29364 -0.63032 -4.46762
H -3.60897 0.08513 -3.01547
H -4.69865 -1.30646 -2.90257
H -1.04479 -3.39284 -2.05320
H -2.63978 -3.04889 -1.35212
H -3.64785 -0.67139 -0.72542
H -2.79721 0.72887 0.01199
H -4.87664 0.21504 2.28089
H -4.76343 -1.23006 3.28499
H -5.36865 -1.35209 1.63604
H -1.80659 0.82500 2.73743
H -0.59302 -0.28504 2.10393
H -1.40986 -0.64208 3.63368
H -3.25477 -3.54593 1.02019
H -2.53267 -3.42307 2.61105
H -1.52704 -3.21483 1.17968
*
```

---

2.
An isolated molecule of C7H10, computed with the ωB97M-V functional and the def2-TZVPD basis.

Properties
* SMILES: C[C@@H]1[C@@H]2C=CC[C@H]12
* gap between HOMO and LUMO: 10.01 eV
* HOMO: -8.824 eV
* total energy: -7419.825 eV
* ΔE to the lowest compared entry with this formula, charge and spin: 116.8 kJ/mol

ORCA input file:
```
! RIJCOSX wB97M-V def2-TZVPD def2/J DEFGRID3
* xyz 0 1
C -1.86328 0.50987 -0.03323
C -1.04207 -0.75487 -0.12184
C 0.32699 -0.82923 -0.75548
C 1.19477 0.41202 -0.97749
C 1.52840 0.87319 0.42644
C 0.88306 0.15348 1.34434
C 0.17574 -1.01203 0.73790
H -2.31303 0.74821 -1.00415
H -2.67736 0.39924 0.69317
H -1.25051 1.36093 0.27782
H -1.64252 -1.64134 -0.33440
H 0.50718 -1.68627 -1.39838
H 0.66647 1.21055 -1.51919
H 2.08305 0.16619 -1.57259
H 2.21026 1.69216 0.63791
H 0.87030 0.33723 2.41506
H 0.36742 -1.96294 1.22708
*
```

---

Number 1 is which compound?
C23H31Cl5NO5RuSSi2Te

---

What did the second record say?
An isolated molecule of C7H10, computed with the ωB97M-V functional and the def2-TZVPD basis.

Properties
* SMILES: C[C@@H]1[C@@H]2C=CC[C@H]12
* gap between HOMO and LUMO: 10.01 eV
* HOMO: -8.824 eV
* total energy: -7419.825 eV
* ΔE to the lowest compared entry with this formula, charge and spin: 116.8 kJ/mol

ORCA input file:
```
! RIJCOSX wB97M-V def2-TZVPD def2/J DEFGRID3
* xyz 0 1
C -1.86328 0.50987 -0.03323
C -1.04207 -0.75487 -0.12184
C 0.32699 -0.82923 -0.75548
C 1.19477 0.41202 -0.97749
C 1.52840 0.87319 0.42644
C 0.88306 0.15348 1.34434
C 0.17574 -1.01203 0.73790
H -2.31303 0.74821 -1.00415
H -2.67736 0.39924 0.69317
H -1.25051 1.36093 0.27782
H -1.64252 -1.64134 -0.33440
H 0.50718 -1.68627 -1.39838
H 0.66647 1.21055 -1.51919
H 2.08305 0.16619 -1.57259
H 2.21026 1.69216 0.63791
H 0.87030 0.33723 2.41506
H 0.36742 -1.96294 1.22708
*
```

---

What is the total energy in the first record?
-135153.227 eV

---

Repeat the first record exactly.
A structure of composition C23H31Cl5NO5RuSSi2Te in a non-equilibrium geometry, computed with the ωB97M-V functional and the def2-TZVPD basis.

Properties
* gap between HOMO and LUMO (spin up / spin down): 7.85 / 5.98 eV
* HOMO (spin up / spin down): -11.300 / -11.343 eV
* total energy: -135153.227 eV

ORCA input file:
```
! RIJCOSX wB97M-V def2-TZVPD def2/J DEFGRID3
* xyz 1 5
Ru 1.87359 1.47793 -1.18968
C 1.52381 2.33019 5.79581
C 1.71531 2.72639 4.36252
C 2.00949 4.03829 4.00791
C 2.26725 4.37877 2.68950
C 2.23049 3.39185 1.71990
C 1.91282 2.07828 2.04628
C 1.64249 1.75605 3.36029
S 2.83944 3.76898 0.09206
O 3.24341 5.13132 0.03499
O 3.81041 2.72113 -0.21304
N 1.65335 3.43065 -1.01955
C 0.34026 3.95299 -0.71738
C -0.55365 2.78843 -0.22830
O -1.61245 2.96967 0.30993
O -0.03193 1.60775 -0.48626
H 1.54507 3.19471 6.45483
H 2.31776 1.64536 6.09720
H 0.57538 1.80916 5.92804
H 2.06080 4.80211 4.77209
H 2.51839 5.39077 2.40240
H 1.91118 1.30651 1.28224
H 1.39271 0.73745 3.62703
H -0.13987 4.35833 -1.61088
H 0.38057 4.73353 0.04421
Cl 6.78684 -3.64139 -1.51830
C 5.32170 -2.76591 -1.45162
C 5.26661 -1.46625 -1.95445
Cl 6.62745 -0.76400 -2.71110
C 4.09334 -0.74252 -1.82791
Cl 3.93746 0.89063 -2.37515
C 2.95568 -1.27342 -1.21000
O 1.88263 -0.52985 -0.99705
C 3.00018 -2.62654 -0.81196
Cl 1.55101 -3.31042 -0.20494
C 4.17808 -3.35363 -0.89971
Cl 4.23060 -4.96274 -0.32690
C -0.95860 -1.09836 -4.43296
Si -2.41480 -2.02714 -3.66040
C -2.91369 -3.56280 -4.63240
C -3.88829 -0.86099 -3.48144
C -1.81537 -2.63269 -1.92867
Te -0.96315 -0.99042 -0.88077
C -2.81705 -0.35567 -0.10093
Si -2.88194 -1.14743 1.66170
C -4.63909 -0.84870 2.27082
C -1.54743 -0.22988 2.63381
C -2.51045 -3.00327 1.60485
H -1.22807 -0.67157 -5.39909
H -0.10139 -1.75472 -4.59286
H -0.63684 -0.27676 -3.78655
H -3.28912 -3.27380 -5.61506
H -3.71016 -4.11153 -4.12910
H -2.07860 -4.24586 -4.78749
H -4.29364 -0.63032 -4.46762
H -3.60897 0.08513 -3.01547
H -4.69865 -1.30646 -2.90257
H -1.04479 -3.39284 -2.05320
H -2.63978 -3.04889 -1.35212
H -3.64785 -0.67139 -0.72542
H -2.79721 0.72887 0.01199
H -4.87664 0.21504 2.28089
H -4.76343 -1.23006 3.28499
H -5.36865 -1.35209 1.63604
H -1.80659 0.82500 2.73743
H -0.59302 -0.28504 2.10393
H -1.40986 -0.64208 3.63368
H -3.25477 -3.54593 1.02019
H -2.53267 -3.42307 2.61105
H -1.52704 -3.21483 1.17968
*
```